[1]
Computed, not measured: an isolated molecule of C18H21F3O5, with wB97M-V/def2-TZVPD.

## Properties
* relative energy (zero: lowest compared OMol25 entry of this formula, charge and spin): 33.7 kcal/mol
* HOMO energy: -8.66 eV
* max |F|: 3.02 eV Å⁻¹

Cartesian coordinates (Å):
O: 1.671 -5.536 -1.065
C: 1.872 -4.477 -1.663
O: 3.052 -3.753 -1.607
C: 0.732 -3.979 -2.564
C: 0.175 -2.608 -2.215
C: -0.672 -2.674 -0.930
C: 0.163 -2.785 0.318
C: 0.669 -1.726 1.066
C: 0.394 -0.269 0.799
C: -0.631 0.446 1.673
C: -1.988 -0.243 1.682
O: -2.663 -0.054 0.419
C: -2.728 1.294 -0.123
C: -3.358 1.243 -1.526
F: -3.341 2.480 -2.053
F: -4.616 0.698 -1.402
F: -2.589 0.424 -2.352
O: -1.418 1.899 -0.155
C: -0.837 1.904 1.166
C: 0.471 2.729 1.217
C: 0.859 3.301 2.425
C: 2.066 4.005 2.507
C: 2.876 4.181 1.372
C: 2.511 3.582 0.174
C: 1.320 2.850 0.066
O: 1.056 2.194 -1.088
H: 2.899 -2.915 -2.018
H: -0.102 -4.647 -2.570
H: 1.110 -3.980 -3.596
H: -0.508 -2.283 -3.033
H: 0.978 -1.861 -2.097
H: -1.349 -3.525 -1.012
H: -1.300 -1.796 -0.854
H: 0.394 -3.801 0.641
H: 1.341 -1.951 1.905
H: 1.377 0.244 0.910
H: 0.076 -0.125 -0.215
H: -0.248 0.470 2.703
H: -2.607 0.148 2.496
H: -1.836 -1.315 1.936
H: -3.437 1.894 0.445
H: -1.571 2.410 1.833
H: 0.298 3.121 3.334
H: 2.383 4.408 3.440
H: 3.815 4.751 1.400
H: 3.150 3.609 -0.712
H: 0.088 2.022 -1.080

[2]
Computed, not measured: a structure of composition C5H10O3, with wB97M-V/def2-TZVPD.

## Properties
* relative energy (zero: lowest compared OMol25 entry of this formula, charge and spin): 122.3 kcal/mol
* HOMO energy: -8.85 eV
* max |F|: 2.23 eV Å⁻¹

Cartesian coordinates (Å):
C: 1.122 -0.304 1.712
C: -1.169 1.096 -0.890
C: -0.898 -1.357 -0.338
C: 0.101 0.402 1.167
C: -0.366 0.049 -0.162
O: 1.364 -0.021 -0.681
O: 1.752 -0.175 -2.042
O: -0.186 1.683 1.559
H: 2.004 -1.107 -2.101
H: 0.491 1.996 2.171
H: 1.735 0.121 2.494
H: 1.298 -1.336 1.470
H: -2.142 1.221 -0.416
H: -0.664 2.056 -0.854
H: -1.942 -1.393 -0.016
H: -1.308 0.790 -1.924
H: -0.340 -2.091 0.241
H: -0.852 -1.630 -1.393

[3]
Computed, not measured: an isolated molecule of C20H23NO5, with wB97M-V/def2-TZVPD.

## Properties
* relative energy (zero: lowest compared OMol25 entry of this formula, charge and spin): 19.1 kcal/mol
* HOMO energy: -8.49 eV
* max |F|: 1.16 eV Å⁻¹

Cartesian coordinates (Å):
C: -0.166 -0.141 1.240
C: -0.126 0.130 -0.223
C: -1.204 0.337 -1.048
C: -2.658 0.416 -0.746
O: -3.506 -0.119 -1.429
N: -2.939 1.150 0.359
C: -4.278 1.275 0.877
C: -4.485 0.433 2.156
C: -4.481 -1.069 1.858
C: -5.935 -1.317 1.453
C: -6.704 -0.206 2.189
O: -5.747 0.697 2.727
O: -0.840 0.423 -2.353
C: 0.498 0.289 -2.387
C: 1.297 0.287 -3.523
C: 2.647 0.110 -3.345
C: 3.207 -0.047 -2.065
C: 2.411 -0.031 -0.912
C: 1.017 0.123 -1.087
C: 3.076 -0.136 0.391
O: 2.646 0.297 1.437
C: 4.426 -0.821 0.288
C: 5.252 -0.145 -0.807
C: 6.560 -0.897 -1.047
C: 5.530 1.318 -0.446
O: 4.549 -0.183 -2.055
H: -1.186 -0.323 1.572
H: 0.263 0.687 1.801
H: 0.434 -1.020 1.465
H: -2.189 1.578 0.876
H: -4.957 0.934 0.095
H: -4.493 2.322 1.109
H: -3.733 0.722 2.899
H: -4.231 -1.624 2.763
H: -3.780 -1.333 1.070
H: -6.047 -1.216 0.375
H: -6.280 -2.306 1.744
H: -7.289 -0.593 3.030
H: -7.381 0.333 1.516
H: 0.863 0.417 -4.500
H: 3.322 0.095 -4.186
H: 4.943 -0.767 1.246
H: 4.263 -1.871 0.030
H: 7.167 -0.890 -0.146
H: 7.112 -0.421 -1.853
H: 6.354 -1.926 -1.331
H: 6.085 1.796 -1.249
H: 4.598 1.859 -0.298
H: 6.112 1.374 0.470

- Number 1 is which compound?
  C18H21F3O5

- max |F| of number 1 (C18H21F3O5)?
  3.02 eV Å⁻¹